# 1
# C10F30InN5O20S10

C10F30InN5O20S10 as an isolated structure in a non-equilibrium geometry (wB97M-V/def2-TZVPD, OMol25).

Summary:
2S+1 = 2
Kohn-Sham gap (alpha / beta) = 8.5 / 4.8 eV
⟨S²⟩ = 0.753
Total charge = -3

Element x y z (Å)
In 0.34 -0.10 -0.11
C 4.67 -1.81 -1.16
F 5.10 -2.04 0.06
F 4.60 -0.45 -1.34
F 5.54 -2.29 -2.08
S 2.92 -2.58 -1.29
O 2.18 -1.71 -2.17
O 3.16 -3.94 -1.87
N 2.15 -2.33 0.28
S 2.34 -3.71 0.91
O 1.75 -4.80 0.19
O 3.73 -3.93 1.38
C 1.28 -3.46 2.54
F 2.02 -3.68 3.70
F 0.77 -2.22 2.55
F 0.29 -4.36 2.60
C -4.19 -1.60 0.11
F -4.47 -1.09 -1.15
F -4.02 -0.49 0.82
F -5.13 -2.33 0.59
S -2.51 -2.65 0.10
O -1.74 -2.25 1.25
O -2.87 -4.04 -0.02
N -1.67 -1.93 -1.26
S -2.25 -2.61 -2.58
O -3.45 -3.38 -2.42
O -2.28 -1.71 -3.71
C -0.82 -3.87 -2.94
F -0.39 -4.37 -1.78
F -1.29 -4.93 -3.68
F 0.15 -3.15 -3.54
C 3.60 -0.23 3.65
F 2.79 -0.98 4.31
F 4.46 0.35 4.49
F 4.32 -0.94 2.78
S 2.65 1.22 2.66
O 2.90 2.48 3.31
O 3.23 1.10 1.33
N 0.94 0.72 2.54
S 0.40 1.22 3.90
O 1.28 1.09 5.09
O -0.23 2.54 3.74
C -1.02 -0.07 4.28
F -1.80 0.50 5.17
F -1.73 -0.30 3.16
F -0.49 -1.20 4.86
C -4.09 2.22 -2.75
F -5.31 2.69 -2.43
F -4.23 0.87 -2.83
F -3.74 2.77 -3.92
S -2.81 2.71 -1.37
O -1.71 1.73 -1.46
O -2.52 4.13 -1.61
N -3.71 2.46 0.04
S -2.76 2.64 1.21
O -1.71 1.59 1.17
O -2.34 4.04 1.28
C -3.83 2.42 2.82
F -4.76 3.30 2.83
F -4.39 1.18 2.95
F -3.07 2.53 3.90
C 2.86 3.95 -1.00
F 3.32 3.57 0.24
F 3.02 5.30 -1.18
F 3.60 3.34 -1.88
S 0.97 3.38 -1.23
O 0.38 2.97 0.05
O 0.34 4.47 -1.93
N 1.10 1.86 -2.07
S 0.96 2.38 -3.57
O -0.47 2.53 -3.93
O 1.97 3.32 -4.05
C 1.39 0.76 -4.48
F 2.67 0.37 -4.18
F 0.46 -0.13 -4.09
F 1.21 0.92 -5.78

Atom charges from the Mulliken analysis, given in e for atoms 1 to 5:
1 In 3.398
2 C 0.511
3 F -0.196
4 F -0.201
5 F -0.220

---

# 2
# C10H10AuClNO3

C10H10AuClNO3 as an isolated structure in a non-equilibrium geometry (wB97M-V/def2-TZVPD, OMol25).

Summary:
2S+1 = 3
Kohn-Sham gap (alpha / beta) = 7.6 / 5.5 eV
⟨S²⟩ = 2.035
Total charge = -1

Element x y z (Å)
C 0.90 -1.88 0.89
C 0.99 -1.58 -0.49
C -0.44 -1.51 -1.01
H 1.83 -1.73 -1.19
C -1.29 -1.75 0.09
C -0.49 -1.92 1.29
H -0.76 -2.45 2.20
H 1.68 -2.13 1.58
H -0.64 -1.76 -2.06
H -2.38 -1.78 0.06
Au 0.50 0.42 -1.27
Cl 1.25 2.53 -1.65
C 0.11 2.76 -4.33
C -1.12 2.13 -4.70
C -0.79 0.90 -5.35
H -2.12 2.52 -4.53
C 0.63 0.77 -5.39
C 1.19 1.92 -4.75
H 2.25 2.12 -4.58
H 0.21 3.72 -3.82
H -1.51 0.19 -5.77
H 1.19 -0.04 -5.85
O 0.71 -1.15 3.70
N -0.29 -0.43 3.55
O -0.75 0.37 4.39
O -0.97 -0.47 2.39

Atom charges from the Mulliken analysis, given in e for atoms 1 to 5:
1 C -0.531
2 C -0.756
3 C -0.248
4 H 0.550
5 C -0.981

---

# 3
# C10H10BBrO2

One molecule with the formula C10H10BBrO2 in a non-equilibrium geometry (wB97M-V/def2-TZVPD, OMol25).

Summary:
2S+1 = 1
Kohn-Sham gap = 6.7 eV
SMILES = OB(O)[C@@H]1C=c2ccccc2=C(Br)C1
Total charge = 0

Element x y z (Å)
O 0.06 -1.89 -1.54
B -0.60 -2.28 -0.49
O -1.30 -3.48 -0.43
C -0.32 -1.57 0.93
C -1.09 -0.30 1.04
C -0.52 0.84 0.59
C -1.34 1.99 0.34
C -0.98 3.00 -0.46
C 0.35 3.00 -0.91
C 1.22 2.01 -0.59
C 0.85 0.91 0.15
C 1.64 -0.14 0.40
Br 3.45 -0.08 0.02
C 1.14 -1.39 1.17
H 0.07 -2.37 -2.30
H -1.62 -3.84 -1.24
H -0.66 -2.24 1.73
H -2.20 -0.26 1.37
H -2.40 1.84 0.48
H -1.73 3.73 -0.81
H 0.57 3.96 -1.50
H 2.31 2.20 -0.84
H 1.37 -1.41 2.25
H 1.72 -2.22 0.64

Atom charges from the Mulliken analysis, given in e for atoms 1 to 5:
1 O -0.499
2 B 0.589
3 O -0.547
4 C 0.099
5 C -1.162